(1)
Below is a 2-piece molecular cluster, CH8N3O overall at a distorted geometry, with properties calculated with ωB97M-V with the def2-TZVPD basis set.

As for the charge: +1. For the energy above the lowest of the compared OMol25 structures with the same formula, charge and spin, the calculation gives 28.9 kcal/mol. The spin multiplicity is 1. For the HOMO-LUMO gap, the calculation gives 12.029 eV.

Geometry as XYZ:
```
13
Properties=species:S:1:pos:R:3:nbo_charge:R:1
N 1.15 0.18 -1.83 -1.098
H 0.37 -0.07 -2.44 0.397
H 0.53 0.55 -0.15 0.469
H 1.74 -0.60 -1.74 0.384
H 1.67 0.96 -2.22 0.404
N -1.10 -1.26 1.03 -0.818
C -1.13 0.14 1.13 0.779
N 0.24 0.70 0.84 -0.773
O -2.04 0.87 1.45 -0.478
H -0.53 -1.74 0.30 0.416
H -1.99 -1.63 1.14 0.426
H 0.22 1.68 1.08 0.457
H 0.88 0.21 1.39 0.436
```


(2)
Below is a 10-piece molecular cluster, C2H23O10 overall at a distorted geometry, with properties calculated with ωB97M-V with the def2-TZVPD basis set.

As for the charge: -1. For the energy above the lowest of the compared OMol25 structures with the same formula, charge and spin, the calculation gives 74.8 kcal/mol. The spin multiplicity is 1. For the HOMO-LUMO gap, the calculation gives 6.652 eV.

Geometry as XYZ:
```
35
Properties=species:S:1:pos:R:3:nbo_charge:R:1
O 0.79 0.68 0.95 -1.386
H 0.44 0.26 0.15 0.396
C -2.17 -4.20 -4.15 -0.632
C -1.95 -2.90 -3.35 -0.068
O -1.16 -2.08 -4.20 -0.722
H -1.32 -4.72 -4.58 0.215
H -2.71 -3.89 -5.05 0.200
H -2.96 -4.76 -3.63 0.204
H -1.42 -3.02 -2.40 0.175
H -2.97 -2.52 -3.27 0.159
H -1.39 -1.20 -3.89 0.468
O 3.43 -1.96 2.32 -0.956
H 4.03 -1.48 2.90 0.454
H 2.77 -1.32 2.08 0.500
O -3.31 2.90 -2.61 -0.938
H -2.38 3.11 -2.49 0.475
H -3.58 3.44 -3.35 0.463
O -2.54 2.74 1.58 -0.962
H -2.85 2.72 0.67 0.464
H -1.65 2.38 1.53 0.496
O -2.15 -1.81 2.47 -0.959
H -2.55 -1.30 3.16 0.462
H -1.45 -1.26 2.12 0.495
O 2.96 -0.74 -2.04 -0.959
H 2.66 -1.63 -1.85 0.465
H 2.73 -0.24 -1.26 0.493
O 4.29 2.39 3.09 -0.945
H 3.39 2.15 2.87 0.487
H 4.56 1.71 3.72 0.457
O 1.52 5.06 0.75 -0.953
H 1.24 4.15 0.86 0.489
H 2.39 5.00 0.36 0.463
O 0.98 1.13 5.65 -0.943
H 0.82 0.75 4.78 0.483
H 1.49 0.46 6.11 0.459
```


(3)
Below is a 2-piece molecular cluster, C4H10N2O overall at a distorted geometry, with properties calculated with ωB97M-V with the def2-TZVPD basis set.

As for the charge: 0. For the energy above the lowest of the compared OMol25 structures with the same formula, charge and spin, the calculation gives 102.6 kcal/mol. The spin multiplicity is 1. For the HOMO-LUMO gap, the calculation gives 9.206 eV.

Geometry as XYZ:
```
17
Properties=species:S:1:pos:R:3:nbo_charge:R:1
H -3.09 1.22 0.00 0.312
N -2.45 0.36 -0.04 -0.334
N -2.73 -0.31 1.02 -0.129
C -2.08 -1.61 1.08 -0.486
H -1.60 -2.04 0.15 0.206
H -1.34 -1.68 1.87 0.218
H -2.88 -2.23 1.42 0.214
C 1.95 1.51 0.56 -0.645
C 1.58 0.94 -0.77 -0.298
C 1.44 -0.39 -1.01 0.132
O 0.99 -0.93 -2.21 -0.681
H 1.28 1.08 1.26 0.221
H 1.98 2.58 0.45 0.221
H 2.94 1.05 0.71 0.216
H 1.33 1.63 -1.53 0.180
H 1.97 -1.06 -0.20 0.176
H 0.72 -0.14 -2.75 0.478
```